No. 1
49
Properties=species:S:1:pos:R:3 method="wB97M-V/def2-TZVPD" homo_energy_ha=-0.350 homo_lumo_gap_ev=7.95 lumo_energy_ha=-0.0578 smiles="Nc1cc(CP(=O)(O)O)c(-c2cccnc2)c2c1C(=O)N(Cl)C2=O.O=C1C=C(O)C(=O)C=C1O"
N 2.513 -1.845 2.468
C 2.562 -1.104 1.259
C 1.429 -0.798 0.481
C 1.483 -0.026 -0.703
C 0.211 0.320 -1.519
P -1.381 -0.125 -0.719
O -2.453 0.254 -1.643
O -1.489 -1.764 -0.494
O -1.633 0.699 0.695
C 2.734 0.458 -1.140
C 2.946 1.343 -2.351
C 3.429 2.662 -2.117
C 3.641 3.390 -3.304
C 3.368 2.797 -4.540
N 2.873 1.582 -4.814
C 2.696 0.925 -3.657
C 3.892 0.131 -0.398
C 3.802 -0.643 0.785
C 5.199 -0.790 1.344
O 5.628 -1.346 2.318
N 6.085 -0.080 0.447
Cl 7.232 -1.112 -0.370
C 5.351 0.505 -0.672
O 5.853 1.100 -1.579
H 3.297 -1.502 3.028
H 1.698 -1.537 3.003
H 0.476 -1.192 0.858
H 0.255 -0.289 -2.445
H 0.212 1.376 -1.834
H -1.718 -1.992 0.419
H -0.733 0.843 1.050
H 3.600 3.014 -1.097
H 4.040 4.408 -3.260
H 3.586 3.412 -5.430
H 2.318 -0.110 -3.763
O -4.733 -2.675 0.538
C -5.310 -1.892 1.268
C -6.672 -2.107 1.746
C -7.260 -1.203 2.537
O -8.505 -1.367 2.995
C -6.554 0.050 2.956
O -7.140 0.849 3.662
C -5.183 0.253 2.498
C -4.596 -0.652 1.709
O -3.335 -0.498 1.270
H -7.171 -3.014 1.435
H -8.692 -0.578 3.538
H -4.678 1.153 2.820
H -3.173 -1.283 0.721



No. 2
86
Properties=species:S:1:pos:R:3 method="wB97M-V/def2-TZVPD" homo_energy_ha=-0.034 homo_lumo_gap_ev=5.47 e_above_lowest_ev=0.1987 lumo_energy_ha=0.1664 total_charge=-2
Pt -0.714 0.361 -0.063
O -1.817 -0.222 1.551
C -1.246 -0.393 2.801
C 0.222 0.123 3.015
C 1.336 -0.667 2.377
C 2.367 -1.293 3.076
C 3.396 -1.874 2.345
C 3.382 -1.842 0.959
C 2.292 -1.241 0.329
C 2.076 -1.207 -1.161
C 1.827 0.205 -1.806
O 0.652 0.878 -1.516
C 1.837 0.066 -3.340
C 1.771 -1.140 -4.024
C 1.683 -1.166 -5.415
C 1.664 0.014 -6.141
C 1.722 1.230 -5.462
C 1.803 1.249 -4.081
C 3.049 1.051 -1.374
C 2.899 2.030 -0.401
C 4.003 2.750 0.047
C 5.268 2.504 -0.472
C 5.424 1.527 -1.449
C 4.322 0.809 -1.893
N 1.342 -0.683 1.060
C -2.182 0.368 3.767
C -3.458 -0.156 3.982
C -4.387 0.509 4.764
C -4.065 1.729 5.352
C -2.808 2.269 5.131
C -1.876 1.594 4.345
C -1.218 -1.881 3.211
C -0.976 -2.263 4.533
C -0.907 -3.603 4.887
C -1.081 -4.585 3.916
C -1.325 -4.208 2.603
C -1.398 -2.864 2.250
H 0.399 0.159 4.094
H 0.284 1.138 2.617
H 2.370 -1.320 4.159
H 4.220 -2.352 2.864
H 4.188 -2.281 0.383
H 1.212 -1.837 -1.374
H 2.951 -1.637 -1.657
H 1.721 -2.076 -3.484
H 1.602 -2.120 -5.923
H 1.590 -0.007 -7.222
H 1.691 2.162 -6.016
H 1.813 2.191 -3.544
H 1.909 2.207 -0.003
H 3.869 3.507 0.812
H 6.125 3.066 -0.119
H 6.404 1.328 -1.869
H 4.443 0.057 -2.666
H -3.715 -1.097 3.509
H -5.372 0.080 4.913
H -4.790 2.254 5.962
H -2.546 3.229 5.564
H -0.913 2.054 4.166
H -0.856 -1.499 5.295
H -0.722 -3.882 5.919
H -1.027 -5.634 4.185
H -1.464 -4.962 1.836
H -1.584 -2.561 1.227
C -3.286 3.218 -3.833
C -2.921 1.821 -3.397
C -3.330 1.335 -2.160
C -2.933 0.075 -1.721
C -2.199 -0.742 -2.584
C -1.782 -0.269 -3.818
C -2.144 1.006 -4.223
S -1.592 -2.290 -1.948
O -0.711 -2.846 -2.965
O -2.752 -3.110 -1.645
O -0.857 -1.883 -0.727
H -3.907 3.712 -3.084
H -3.833 3.211 -4.780
H -2.388 3.824 -3.977
H -3.897 1.973 -1.492
H -3.295 -0.304 -0.774
H -1.152 -0.896 -4.435
H -1.793 1.381 -5.179
F -2.164 2.659 0.747
C -0.937 2.277 0.226
F -0.015 2.858 1.139
H -0.798 2.850 -0.697



No. 3
14
Properties=species:S:1:pos:R:3 method="wB97M-V/def2-TZVPD" homo_energy_ha=-0.314 homo_lumo_gap_ev=9.57 e_above_lowest_ev=2.7387 lumo_energy_ha=0.0379 smiles="CO/C=C/OC"
C 2.335 0.079 -0.185
O 1.456 0.198 -1.283
C 0.128 0.172 -0.966
C -0.445 0.872 0.011
O -1.769 0.748 0.343
C -2.179 -0.574 0.641
H 3.340 -0.005 -0.598
H 2.304 0.949 0.475
H 2.100 -0.815 0.403
H -0.449 -0.500 -1.598
H 0.085 1.626 0.591
H -1.954 -1.266 -0.178
H -1.692 -0.939 1.555
H -3.260 -0.544 0.789



No. 4
87
Properties=species:S:1:pos:R:3 method="wB97M-V/def2-TZVPD" homo_energy_ha=-0.310 homo_lumo_gap_ev=7.07 lumo_energy_ha=-0.0503 smiles="CNCC1=C(C(F)(F)C(F)(F)F)C(=O)C(O)=C(N)C1=O.CN(C)P(=O)(N(C)C)N(C)C.CN(C)P(=O)(N(C)C)N(C)C"
C -5.514 1.239 2.277
N -4.367 0.330 2.345
C -3.189 0.878 1.636
C -1.979 0.863 2.529
C -1.316 -0.223 2.945
C -1.680 -1.645 2.536
F -0.619 -2.450 2.689
F -2.025 -1.731 1.243
C -2.829 -2.307 3.402
F -3.939 -2.487 2.704
F -3.075 -1.578 4.503
F -2.435 -3.518 3.818
C -0.140 -0.009 3.865
O 0.782 -0.777 3.958
C -0.104 1.261 4.660
O 0.637 1.250 5.808
C -0.727 2.357 4.229
N -0.713 3.622 4.863
C -1.501 2.237 2.960
O -1.756 3.212 2.290
H -5.835 1.367 1.245
H -5.325 2.210 2.750
H -6.343 0.771 2.812
H -4.115 0.267 3.326
H -3.413 1.915 1.377
H -2.989 0.363 0.697
H 0.080 1.004 6.554
H -0.609 3.489 5.863
H 0.119 4.132 4.580
C -1.364 4.038 -4.162
N -2.236 3.425 -3.175
C -1.830 3.788 -1.816
P -2.868 1.826 -3.334
O -3.962 1.899 -2.335
N -3.692 1.618 -4.798
C -3.328 2.323 -6.016
C -5.145 1.503 -4.700
N -1.408 1.110 -3.886
C -1.587 -0.234 -4.495
C -0.404 0.914 -2.809
H -0.358 3.596 -4.214
H -1.240 5.094 -3.912
H -1.791 4.003 -5.156
H -0.943 3.254 -1.454
H -2.637 3.580 -1.116
H -1.604 4.854 -1.770
H -3.594 3.385 -5.975
H -3.859 1.880 -6.862
H -2.264 2.224 -6.230
H -5.629 2.468 -4.512
H -5.436 0.817 -3.911
H -5.531 1.104 -5.641
H -2.027 -0.954 -3.799
H -0.610 -0.604 -4.805
H -2.213 -0.187 -5.380
H -0.796 0.350 -1.959
H -0.019 1.866 -2.454
H 0.451 0.372 -3.210
C 5.681 -2.217 2.623
N 4.613 -1.570 1.880
C 3.552 -1.094 2.772
P 4.049 -2.123 0.378
O 3.250 -1.017 -0.182
N 5.326 -2.269 -0.739
C 6.685 -2.605 -0.353
C 5.344 -1.287 -1.819
N 3.947 -3.800 0.675
C 3.795 -4.622 -0.549
C 2.805 -4.160 1.551
H 5.409 -3.202 3.029
H 5.953 -1.581 3.467
H 6.574 -2.341 2.026
H 2.897 -1.889 3.137
H 2.919 -0.377 2.252
H 3.979 -0.602 3.646
H 7.190 -1.779 0.161
H 7.267 -2.843 -1.247
H 6.709 -3.494 0.278
H 5.693 -0.302 -1.487
H 4.360 -1.168 -2.263
H 6.017 -1.639 -2.605
H 2.895 -4.363 -1.117
H 3.730 -5.669 -0.253
H 4.654 -4.520 -1.203
H 1.848 -3.783 1.178
H 2.958 -3.791 2.563
H 2.740 -5.244 1.626



No. 5
80
Properties=species:S:1:pos:R:3 method="wB97M-V/def2-TZVPD" homo_energy_ha="-0.182 / -0.182" homo_lumo_gap_ev="6.23 / 6.23" e_above_lowest_ev=0.0763 lumo_energy_ha="0.0471 / 0.0472" spin_multiplicity=2 total_charge=-1
Co 1.175 -0.345 -0.961
C -3.814 -2.894 2.874
C -3.651 -3.514 1.480
C -3.351 -5.004 1.651
C -4.958 -3.353 0.691
C -2.540 -2.800 0.717
C -1.549 -3.478 0.021
C -0.525 -2.774 -0.594
N -0.473 -1.447 -0.576
C -1.464 -0.769 0.016
C -2.491 -1.405 0.684
C -1.322 0.705 -0.072
C -2.372 1.572 0.191
C -2.177 2.945 0.123
C -0.895 3.374 -0.207
C 0.097 2.453 -0.478
N -0.105 1.136 -0.430
C -3.293 3.953 0.371
C -3.646 4.622 -0.965
C -2.812 5.021 1.365
C -4.547 3.289 0.941
H -4.584 -3.436 3.426
H -4.118 -1.848 2.830
H -2.883 -2.951 3.440
H -4.106 -5.453 2.298
H -2.374 -5.165 2.109
H -3.376 -5.536 0.698
H -5.774 -3.865 1.206
H -4.863 -3.777 -0.310
H -5.229 -2.300 0.586
H -1.526 -4.557 -0.022
H 0.309 -3.263 -1.082
H -3.236 -0.817 1.200
H -3.339 1.161 0.439
H -0.651 4.425 -0.272
H 1.098 2.772 -0.736
H -2.760 5.041 -1.444
H -4.360 5.432 -0.801
H -4.092 3.904 -1.655
H -2.024 5.644 0.943
H -2.429 4.564 2.279
H -3.644 5.675 1.632
H -4.989 2.584 0.236
H -5.296 4.054 1.154
H -4.333 2.761 1.873
O 3.915 -0.360 5.599
C 3.880 -1.327 4.812
O 4.292 -2.493 4.943
C 3.186 -1.029 3.460
C 2.454 0.140 3.290
C 1.799 0.364 2.095
N 1.852 -0.488 1.072
C 2.593 -1.595 1.208
C 3.254 -1.907 2.384
C 2.691 -2.470 -0.033
O 3.208 -3.575 0.041
O 2.184 -1.968 -1.111
H 2.419 0.849 4.106
H 1.203 1.259 1.946
H 3.814 -2.828 2.469
N 6.873 -1.658 -2.745
N 5.649 -1.607 -3.398
N 5.413 -2.249 -4.517
C 4.127 -1.957 -4.692
N 3.632 -1.195 -3.711
N 4.629 -0.966 -2.897
H 7.554 -1.189 -3.331
H 6.742 -1.140 -1.882
H 3.552 -2.315 -5.528
Cl 0.419 0.416 -3.589
C 1.785 1.374 -3.033
C 2.372 0.976 -1.837
C 3.483 1.715 -1.458
Cl 4.360 1.245 -0.033
C 3.943 2.816 -2.185
Cl 5.322 3.714 -1.657
C 3.287 3.198 -3.352
Cl 3.822 4.574 -4.250
C 2.195 2.455 -3.797
Cl 1.390 2.885 -5.264



No. 6
50
Properties=species:S:1:pos:R:3 method="wB97M-V/def2-TZVPD" homo_energy_ha="-0.544 / -0.545" homo_lumo_gap_ev="6.53 / 6.67" e_above_lowest_ev=0.0000 lumo_energy_ha="-0.3036 / -0.2996" spin_multiplicity=3 total_charge=+2
C 0.343 0.081 -6.000
C 1.721 0.641 -6.373
C 0.118 -1.261 -6.705
C -0.749 1.074 -6.414
Cl 0.271 -0.169 -4.219
H 0.162 -1.121 -7.795
H -0.865 -1.673 -6.456
H 0.891 -1.984 -6.426
H 1.778 0.797 -7.459
H 2.516 -0.056 -6.089
H 1.896 1.604 -5.883
H -0.713 1.235 -7.501
H -0.602 2.043 -5.925
H -1.743 0.691 -6.161
C 1.678 -2.033 1.812
C 0.833 -2.824 0.936
C 1.118 -2.434 -0.423
H 0.247 -3.684 1.253
C 2.047 -1.364 -0.403
C 2.375 -1.066 0.964
H 3.149 -0.387 1.314
H 1.871 -2.217 2.866
H 0.783 -2.971 -1.315
H 2.509 -0.911 -1.279
C -1.916 0.377 1.197
C -2.004 -0.810 2.054
C -1.849 -1.954 1.188
H -2.267 -0.842 3.099
C -1.849 -1.492 -0.175
C -1.901 -0.078 -0.172
H -1.977 0.564 -1.052
H -1.971 1.402 1.519
H -1.893 -2.991 1.508
H -1.953 -2.132 -1.051
Mo 0.021 -0.681 1.320
N 1.725 1.053 4.877
C 1.651 0.466 3.672
N 0.424 0.596 3.150
C -0.335 1.363 4.078
C -1.635 1.878 4.090
C -2.058 2.661 5.172
C -1.228 2.865 6.283
C 0.071 2.333 6.301
C 0.488 1.634 5.174
H 2.539 1.023 5.475
H 2.534 0.054 3.207
H -2.344 1.710 3.286
H -3.045 3.120 5.181
H -1.599 3.433 7.145
H 0.736 2.435 7.157



no.,energy (a.u.),molecular weight (g mol⁻¹)
1,-2414.14017,507.78
2,-2731.64630,886.87
3,-307.61178,88.11
4,-2861.54250,658.59
5,-5660.27390,826.84
6,-1452.51819,436.84